(1)
Below is a cluster of 5 separate species, C13H38N11O5P in total, with properties calculated with the ωB97M-V functional and the def2-TZVPD basis.

Summary:
E_HOMO in eV: -7.326
SMILES string: [H]/N=C(\N)NCCCCPOCCCC.NC(N)=O.NC(N)=O.NC(N)=O.NC(N)=O
Frontier orbital gap in eV: 7.502
Max |F| in eV/A: 5.10

```
! wB97M-V def2-TZVPD RIJCOSX def2/J DEFGRID3
* xyz 0 1
H -1.202 7.425 -1.271
N -1.064 6.583 -0.670
C 0.114 5.931 -0.939
N 1.022 6.510 -2.021
N 0.625 4.706 -0.212
C -0.459 3.695 0.081
C -0.166 2.371 -0.890
C -0.981 1.031 -0.314
C -1.352 0.122 -1.648
P -2.835 0.814 -2.662
O -4.228 -0.265 -2.503
C -4.552 -0.489 -1.080
C -4.907 0.873 -0.238
C -5.354 0.535 1.338
C -7.019 0.658 1.342
H 0.584 7.317 -2.514
H 1.260 5.807 -2.753
H 1.188 4.946 0.639
H -0.473 3.379 1.232
H -1.548 4.037 -0.174
H 0.981 2.140 -0.852
H -0.571 2.601 -1.980
H -0.193 0.492 0.403
H -1.936 1.324 0.320
H -0.408 0.187 -2.357
H -1.492 -1.005 -1.362
H -2.450 0.802 -4.050
H -5.545 -1.151 -1.074
H -3.725 -1.167 -0.584
H -5.853 1.364 -0.776
H -4.041 1.656 -0.166
H -4.866 1.330 2.071
H -4.977 -0.533 1.662
H -7.379 -0.158 0.550
H -7.487 0.508 2.404
H -7.240 1.745 0.902
N 3.144 -2.118 -0.332
C 2.493 -0.996 0.024
N 3.047 -0.332 1.054
O 1.481 -0.613 -0.542
H 3.979 -2.450 0.121
H 2.760 -2.649 -1.103
H 2.588 0.519 1.353
H 3.880 -0.632 1.532
N 6.982 -3.488 2.213
C 6.331 -2.366 2.569
N 6.885 -1.701 3.599
O 5.319 -1.983 2.004
H 7.816 -3.820 2.667
H 6.598 -4.018 1.442
H 6.426 -0.851 3.899
H 7.718 -2.001 4.077
N -10.423 0.519 -2.565
C -9.494 -0.243 -1.961
N -8.701 -0.930 -2.802
O -9.381 -0.307 -0.747
H -10.532 0.584 -3.563
H -11.041 1.053 -1.968
H -7.988 -1.517 -2.388
H -8.779 -0.891 -3.804
N 10.304 -6.300 1.242
C 10.554 -5.326 2.135
N 11.856 -5.154 2.426
O 9.670 -4.652 2.641
H 11.019 -6.866 0.815
H 9.337 -6.463 0.995
H 12.087 -4.430 3.094
H 12.598 -5.698 2.020
*
```

(2)
Below is a structure of composition C20H17F10N4O2Rb, with properties calculated with the ωB97M-V functional and the def2-TZVPD basis.

Summary:
E_HOMO in eV: -1.797
Frontier orbital gap in eV: 5.938
Max |F| in eV/A: 0.15

```
! wB97M-V def2-TZVPD RIJCOSX def2/J DEFGRID3
* xyz -2 1
Rb 1.061 -0.671 -1.326
C 1.114 -0.113 2.388
N 0.154 -0.914 1.636
C -1.214 -0.452 1.886
C -1.679 0.770 1.097
N -0.922 1.951 1.435
C -1.436 3.151 1.250
C -2.661 3.559 0.636
F -3.480 2.637 0.055
C -3.079 4.873 0.543
F -4.261 5.147 -0.050
C -2.318 5.915 1.031
F -2.743 7.202 0.959
C -1.103 5.588 1.619
F -0.331 6.579 2.117
C -0.688 4.286 1.715
F 0.505 4.057 2.308
C 0.308 -2.318 2.014
C -0.243 -3.337 1.026
N 0.574 -3.370 -0.167
C 0.485 -4.413 -0.970
C 1.430 -4.550 -2.042
F 2.359 -3.577 -2.202
C 1.476 -5.608 -2.913
F 2.433 -5.657 -3.861
C 0.563 -6.651 -2.826
F 0.628 -7.718 -3.663
C -0.398 -6.566 -1.840
F -1.325 -7.544 -1.743
C -0.447 -5.500 -0.964
F -1.505 -5.497 -0.102
H 1.034 -0.312 3.474
H 2.130 -0.363 2.072
H 0.918 0.943 2.224
H -1.890 -1.273 1.636
H -1.344 -0.243 2.964
H -1.623 0.526 0.021
H -2.751 0.868 1.322
H 1.379 -2.515 2.112
H -0.145 -2.487 3.010
H -0.246 -4.302 1.554
H -1.301 -3.114 0.821
N 1.846 2.057 -0.180
C 2.036 3.184 -1.105
C 1.244 2.974 -2.386
C 1.778 1.786 -3.222
O 3.011 1.738 -3.397
O 0.915 0.961 -3.629
H 0.913 2.091 0.241
H 2.485 2.149 0.601
H 3.092 3.229 -1.374
H 1.752 4.142 -0.644
H 1.322 3.879 -2.999
H 0.185 2.822 -2.162
*
```

(3)
Below is a structure of composition C25H40GeN2OPtS3, with properties calculated with the ωB97M-V functional and the def2-TZVPD basis.

Summary:
E_HOMO in eV: -20.203
Frontier orbital gap in eV: 6.898
Max |F| in eV/A: 0.74

```
! wB97M-V def2-TZVPD RIJCOSX def2/J DEFGRID3
* xyz 4 1
Pt 0.245 -0.132 -0.041
N 1.509 -0.419 1.559
C 1.287 0.203 2.927
C 0.344 -0.616 3.801
C -1.154 -0.400 3.623
C -1.769 -0.822 2.301
N -1.472 0.182 1.212
H 1.495 -1.434 1.691
H 2.468 -0.228 1.279
H 0.947 1.230 2.789
H 2.270 0.239 3.397
H 0.594 -0.367 4.833
H 0.593 -1.680 3.703
H -1.403 0.650 3.814
H -1.667 -0.960 4.406
H -2.851 -0.890 2.407
H -1.407 -1.800 1.972
H -1.483 1.104 1.647
H -2.243 0.190 0.547
C 3.529 1.245 -4.721
C 2.862 1.922 -3.534
C 1.355 1.702 -3.495
C 0.683 2.445 -2.333
Ge 1.500 1.782 -0.711
C 3.018 2.374 0.336
C 2.770 3.775 0.943
C 2.600 4.883 -0.089
C 2.547 6.259 0.566
H 4.610 1.374 -4.695
H 3.173 1.680 -5.656
H 3.323 0.172 -4.736
H 3.073 2.995 -3.543
H 3.314 1.526 -2.597
H 1.146 0.622 -3.427
H 0.890 2.055 -4.419
H -0.390 2.261 -2.286
H 0.871 3.520 -2.358
H 1.441 -0.478 -1.028
H 3.835 2.406 -0.395
H 3.278 1.643 1.101
H 3.647 3.979 1.562
H 1.919 3.757 1.631
H 1.675 4.726 -0.667
H 3.429 4.842 -0.803
H 1.741 6.318 1.299
H 2.383 7.038 -0.176
H 3.485 6.478 1.074
O -1.183 -0.162 -1.511
C -0.966 -1.052 -2.497
C -1.394 -0.663 -3.926
C -1.963 0.647 -4.221
C -1.792 1.048 -5.505
C -1.092 0.082 -6.266
S -0.640 -1.276 -5.431
C 0.193 -1.951 -2.291
C 1.388 -2.034 -2.939
C 2.287 -2.946 -2.309
C 1.764 -3.511 -1.192
S 0.156 -2.976 -0.895
C -2.255 -1.687 -3.098
C -2.325 -3.085 -3.492
C -3.556 -3.638 -3.337
C -4.482 -2.708 -2.829
S -3.873 -1.188 -2.547
H -2.470 1.228 -3.462
H -2.144 1.979 -5.928
H -0.837 0.175 -7.318
H 1.649 -1.465 -3.821
H 3.276 -3.174 -2.681
H 2.215 -4.247 -0.543
H -1.457 -3.627 -3.852
H -3.816 -4.665 -3.556
H -5.525 -2.916 -2.606
*
```

(4)
Below is a structure of composition C16H32NOPSiSn, with properties calculated with the ωB97M-V functional and the def2-TZVPD basis.

Summary:
E_HOMO in eV: -13.985
Frontier orbital gap in eV: 5.140
Max |F| in eV/A: 3.06

```
! wB97M-V def2-TZVPD RIJCOSX def2/J DEFGRID3
* xyz 2 1
C -3.525 -1.864 -2.295
C -2.540 -1.205 -3.029
C -1.447 -0.617 -2.371
C -1.330 -0.771 -0.985
C -2.334 -1.410 -0.245
C -3.413 -1.994 -0.911
C -0.455 0.102 -3.258
C 0.168 1.427 -2.788
N -0.636 2.609 -2.870
Sn 0.283 0.205 0.164
C -2.328 -1.420 1.270
P -1.582 0.158 1.845
H -2.565 -1.129 -4.120
H -4.150 -2.537 -0.315
H -4.377 -2.310 -2.821
H -1.742 -2.255 1.686
H -3.341 -1.508 1.687
H 0.415 -0.551 -3.436
H -0.907 0.314 -4.235
H 0.581 1.318 -1.744
C -1.310 0.188 3.625
C -2.844 1.389 1.393
H 1.086 1.642 -3.360
C -1.952 2.627 -2.276
C 0.116 3.830 -2.636
H 2.304 -0.118 1.888
H -2.451 3.547 -2.610
H -2.551 1.767 -2.599
H -1.926 2.665 -1.167
H -0.484 4.687 -2.962
H 0.368 3.970 -1.569
H 1.040 3.802 -3.224
H -3.747 1.266 2.006
H -2.443 2.400 1.543
H -3.146 1.299 0.343
H -2.253 0.037 4.172
H -0.590 -0.598 3.902
H -0.883 1.169 3.891
H 0.805 1.845 0.433
C 4.747 -2.042 0.363
Si 3.721 -1.650 1.872
C 3.215 -3.098 2.943
C 4.400 -0.164 2.812
O 2.240 -0.939 1.351
H 5.741 -2.436 0.606
H 4.878 -1.121 -0.230
H 4.251 -2.788 -0.277
H 4.052 -3.570 3.466
H 2.499 -2.769 3.716
H 2.732 -3.889 2.346
H 4.560 0.669 2.105
H 3.695 0.164 3.595
H 5.354 -0.344 3.313
*
```

(5)
Below is a cluster of 2 separate species, C4H12S in total, with properties calculated with the ωB97M-V functional and the def2-TZVPD basis.

Summary:
E_HOMO (alpha / beta) in eV: -14.642 / -14.642
Frontier orbital gap (alpha / beta) in eV: 11.366 / 6.123
<S²>: 0.75
Max |F| in eV/A: 1.94

```
! wB97M-V def2-TZVPD RIJCOSX def2/J DEFGRID3
* xyz 1 2
C 1.547 0.341 -0.980
C 1.133 -2.400 -1.768
S 0.982 -0.733 -2.311
H 0.961 0.174 -0.037
H 1.535 1.309 -1.506
H 0.570 -2.629 -0.840
H 0.788 -2.962 -2.636
H 2.181 -2.537 -1.443
H 2.605 0.253 -0.772
C -2.001 0.939 0.922
C -1.044 1.302 2.039
H -2.991 1.213 1.288
H -1.872 1.712 0.139
H -1.990 -0.153 0.789
H 0.007 1.151 1.754
H -1.334 0.718 2.935
H -1.078 2.302 2.426
*
```

(6)
Below is an isolated molecule of C5H8OS, with properties calculated with the ωB97M-V functional and the def2-TZVPD basis.

Summary:
E_HOMO in eV: -8.828
SMILES string: S[C@]12COC[C@H]1C2
Frontier orbital gap in eV: 9.306
Max |F| in eV/A: 6.17

```
! wB97M-V def2-TZVPD RIJCOSX def2/J DEFGRID3
* xyz 0 1
S -2.113 0.056 -0.250
C -0.288 -0.072 -0.001
C 0.381 1.366 0.182
O 1.725 0.929 0.172
C 1.924 -0.368 -0.530
C 0.589 -1.104 -0.429
C 0.150 -1.106 0.986
H -2.266 1.217 0.899
H 0.045 1.912 -0.801
H 0.264 1.974 1.020
H 2.166 -0.150 -1.632
H 2.690 -0.902 0.112
H 0.246 -1.875 -0.979
H 0.858 -0.824 1.631
H -0.536 -1.982 1.126
*
```

The highest max |F| belongs to which entry? C5H8OS

What is the formula in the second record? C20H17F10N4O2Rb